one) {
  "formula": "C28H27N4O11STl",
  "method": "ωB97M-V/def2-TZVPD",
  "species": ["Tl", "O", "C", "O", "C", "C", "C", "C", "C", "N", "C", "O", "O", "H", "H", "H", "C", "C", "N", "C", "C", "N", "C", "O", "O", "C", "O", "O", "H", "H", "H", "H", "H", "C", "O", "H", "H", "H", "C", "N", "C", "C", "C", "O", "H", "H", "H", "H", "H", "H", "H", "H", "H", "C", "C", "O", "S", "C", "C", "C", "C", "C", "C", "C", "C", "H", "H", "H", "H", "H", "H", "H"],
  "xyz": [[-1.63, 0.43, 0.44], [-2.00, -3.84, -1.06], [-2.03, -2.61, -0.86], [-2.36, -1.99, 0.17], [-1.61, -1.72, -2.05], [-1.37, -2.25, -3.31], [-1.01, -1.39, -4.33], [-0.92, -0.03, -4.08], [-1.19, 0.42, -2.79], [-1.52, -0.42, -1.82], [-1.21, 1.92, -2.46], [-0.76, 2.68, -3.32], [-1.73, 2.20, -1.35], [-1.48, -3.32, -3.45], [-0.82, -1.78, -5.33], [-0.65, 0.69, -4.83], [-4.91, 1.65, -1.24], [-4.94, 1.02, 0.10], [-3.94, 0.37, 0.66], [-4.34, 0.04, 1.93], [-5.62, 0.48, 2.14], [-5.98, 1.09, 0.97], [-6.60, 0.39, 3.28], [-6.19, -0.24, 4.30], [-7.70, 0.92, 3.09], [-3.38, -0.54, 2.89], [-3.87, -0.92, 4.04], [-2.19, -0.64, 2.63], [-3.92, 2.09, -1.38], [-5.67, 2.42, -1.33], [-5.05, 0.90, -2.02], [-6.87, 1.53, 0.85], [-4.88, -0.64, 4.15], [-1.54, 3.34, 1.55], [-2.27, 2.17, 1.68], [-0.54, 3.19, 1.11], [-1.39, 3.82, 2.54], [-2.05, 4.08, 0.90], [1.18, -5.30, 0.37], [0.77, -3.95, 0.67], [-0.22, -3.79, 1.73], [0.99, -2.92, -0.20], [1.85, -3.23, -1.41], [0.57, -1.79, -0.01], [1.00, -5.92, 1.25], [2.25, -5.35, 0.14], [0.62, -5.73, -0.47], [0.17, -4.18, 2.67], [-1.15, -4.30, 1.45], [-0.45, -2.73, 1.84], [2.89, -3.39, -1.11], [1.81, -2.36, -2.06], [1.49, -4.11, -1.94], [8.57, 3.41, -1.36], [7.89, 2.38, -0.51], [7.74, 1.23, -0.81], [7.27, 3.07, 1.05], [5.59, 2.45, 1.03], [5.30, 1.10, 1.11], [3.97, 0.69, 1.03], [2.94, 1.62, 0.88], [3.26, 2.98, 0.80], [4.58, 3.39, 0.87], [1.58, 1.20, 0.79], [0.43, 0.84, 0.73], [9.19, 2.94, -2.12], [9.15, 4.10, -0.75], [7.78, 3.99, -1.85], [6.08, 0.37, 1.22], [3.72, -0.36, 1.08], [2.47, 3.71, 0.66], [4.83, 4.44, 0.79]],
  "e_lumo_ev": 3.29,
  "charge": -2,
  "gap_ev": 5.9
}

---

two) {
  "formula": "C28H27N4O11STl",
  "method": "ωB97M-V/def2-TZVPD",
  "species": ["Tl", "O", "C", "O", "C", "C", "C", "C", "C", "N", "C", "O", "O", "H", "H", "H", "C", "C", "N", "C", "C", "N", "C", "O", "O", "C", "O", "O", "H", "H", "H", "H", "H", "C", "O", "H", "H", "H", "C", "N", "C", "C", "C", "O", "H", "H", "H", "H", "H", "H", "H", "H", "H", "C", "C", "O", "S", "C", "C", "C", "C", "C", "C", "C", "C", "H", "H", "H", "H", "H", "H", "H"],
  "xyz": [[-0.09, 0.30, -0.36], [2.44, -0.19, 3.53], [1.57, -0.40, 2.68], [0.70, 0.40, 2.26], [1.51, -1.81, 2.06], [2.06, -2.90, 2.72], [1.93, -4.16, 2.15], [1.31, -4.26, 0.92], [0.85, -3.11, 0.29], [0.92, -1.92, 0.89], [0.36, -3.14, -1.18], [0.71, -4.14, -1.83], [-0.27, -2.15, -1.58], [2.57, -2.75, 3.66], [2.33, -5.03, 2.66], [1.20, -5.21, 0.41], [-3.06, -1.99, 0.91], [-3.56, -0.68, 0.41], [-2.83, 0.36, 0.15], [-3.68, 1.34, -0.28], [-4.98, 0.86, -0.28], [-4.87, -0.42, 0.17], [-6.35, 1.40, -0.63], [-6.39, 2.58, -1.08], [-7.29, 0.62, -0.45], [-3.16, 2.67, -0.66], [-4.04, 3.56, -1.08], [-1.98, 2.94, -0.59], [-2.00, -1.89, 1.11], [-3.20, -2.75, 0.15], [-3.59, -2.28, 1.81], [-5.69, -1.01, 0.28], [-5.03, 3.18, -1.10], [0.66, 3.18, 1.29], [1.50, 2.87, 0.18], [0.61, 2.32, 1.98], [-0.32, 3.38, 0.87], [1.05, 4.05, 1.82], [3.19, -2.40, -3.40], [3.14, -1.26, -2.52], [3.50, -1.53, -1.15], [2.47, -0.12, -2.81], [1.99, 0.04, -4.23], [2.33, 0.78, -1.99], [3.94, -3.08, -3.02], [3.46, -2.10, -4.41], [2.23, -2.93, -3.42], [2.95, -2.40, -0.79], [3.25, -0.67, -0.54], [4.58, -1.73, -1.08], [2.83, 0.22, -4.90], [1.33, 0.91, -4.25], [1.44, -0.84, -4.56], [9.47, 2.78, 1.30], [10.24, 1.48, 1.25], [11.43, 1.40, 1.42], [9.35, -0.02, 0.95], [7.63, 0.46, 0.84], [7.07, 0.78, -0.39], [5.77, 1.22, -0.45], [4.99, 1.30, 0.71], [5.54, 0.90, 1.94], [6.86, 0.49, 2.00], [3.70, 1.84, 0.65], [2.61, 2.30, 0.41], [9.97, 3.50, 0.65], [9.51, 3.16, 2.31], [8.44, 2.66, 0.99], [7.67, 0.69, -1.29], [5.32, 1.50, -1.39], [4.92, 0.90, 2.82], [7.30, 0.21, 2.95]],
  "e_lumo_ev": 3.72,
  "charge": -2,
  "gap_ev": 6.9
}

---

Of them, two) has the highest stability.

---

one) {
  "formula": "C16H19N3O2S2",
  "method": "ωB97M-V/def2-TZVPD",
  "species": ["C", "N", "C", "N", "C", "O", "C", "S", "C", "C", "O", "N", "C", "C", "C", "C", "S", "C", "C", "C", "C", "C", "C", "H", "H", "H", "H", "H", "H", "H", "H", "H", "H", "H", "H", "H", "H", "H", "H", "H", "H", "H"],
  "xyz": [[-0.81, -0.28, 2.14], [-1.33, 0.54, 1.09], [-0.62, 1.57, 0.57], [0.60, 1.83, 0.94], [1.17, 2.88, 0.32], [0.58, 3.63, -0.45], [2.62, 3.08, 0.66], [3.55, 1.53, 0.55], [3.18, 1.04, -1.17], [1.85, 0.33, -1.35], [0.93, 0.83, -1.97], [1.75, -0.90, -0.82], [2.76, -1.63, -0.08], [2.00, -2.83, 0.48], [0.96, -3.11, -0.60], [0.57, -1.71, -1.07], [-1.50, 2.46, -0.64], [-2.85, 1.35, -0.45], [-4.06, 1.35, -1.12], [-4.99, 0.39, -0.81], [-4.73, -0.57, 0.17], [-3.52, -0.58, 0.85], [-2.58, 0.39, 0.53], [-0.88, -1.34, 1.87], [0.24, -0.01, 2.29], [-1.36, -0.11, 3.07], [2.72, 3.40, 1.70], [3.07, 3.82, -0.01], [3.17, 1.95, -1.78], [4.00, 0.39, -1.48], [3.56, -1.97, -0.76], [3.21, -1.01, 0.70], [1.51, -2.55, 1.42], [2.65, -3.68, 0.68], [1.42, -3.66, -1.42], [0.11, -3.67, -0.23], [-0.28, -1.31, -0.50], [0.30, -1.66, -2.12], [-4.25, 2.10, -1.88], [-5.94, 0.37, -1.32], [-5.47, -1.31, 0.40], [-3.32, -1.32, 1.61]],
  "e_lumo_ev": 0.60,
  "gap_ev": 8.7
}

---

two) {
  "formula": "C16H19N3O2S2",
  "method": "ωB97M-V/def2-TZVPD",
  "species": ["C", "C", "C", "C", "C", "C", "S", "O", "O", "N", "C", "C", "C", "C", "N", "C", "C", "C", "C", "C", "C", "N", "S", "H", "H", "H", "H", "H", "H", "H", "H", "H", "H", "H", "H", "H", "H", "H", "H", "H", "H", "H"],
  "xyz": [[2.01, -3.60, 0.63], [1.97, -3.25, -0.86], [1.61, -1.82, -1.06], [0.57, -1.30, -1.77], [0.50, 0.11, -1.71], [1.48, 0.64, -0.94], [1.75, 2.35, -0.56], [1.45, 3.09, -1.74], [3.02, 2.49, 0.08], [0.59, 2.76, 0.55], [0.75, 2.38, 1.94], [0.44, 0.91, 2.25], [-0.81, 0.42, 1.59], [-1.97, 1.11, 1.34], [-2.80, 0.24, 0.70], [-4.06, 0.39, 0.21], [-4.66, -0.66, -0.40], [-3.99, -1.90, -0.52], [-2.72, -2.06, -0.02], [-1.98, -3.36, -0.08], [-2.11, -0.96, 0.60], [-0.90, -0.84, 1.13], [2.53, -0.56, -0.29], [1.07, -3.33, 1.11], [2.81, -3.06, 1.12], [2.18, -4.67, 0.76], [2.95, -3.44, -1.30], [1.24, -3.87, -1.38], [-0.12, -1.90, -2.34], [-0.24, 0.71, -2.21], [-0.34, 2.63, 0.18], [0.11, 3.04, 2.53], [1.79, 2.59, 2.17], [1.26, 0.26, 1.94], [0.34, 0.80, 3.34], [-2.27, 2.12, 1.57], [-4.52, 1.36, 0.34], [-5.66, -0.55, -0.79], [-4.49, -2.72, -1.00], [-0.93, -3.17, -0.23], [-2.10, -3.89, 0.86], [-2.37, -3.99, -0.88]],
  "e_lumo_ev": 0.57,
  "gap_ev": 8.9
}

---

Of them, one) has the highest stability.

---

one) {
  "formula": "C3H7NO4S",
  "method": "ωB97M-V/def2-TZVPD",
  "species": ["C", "C", "C", "N", "O", "O", "O", "O", "S", "H", "H", "H", "H", "H", "H", "H"],
  "xyz": [[-0.46, 2.07, 0.54], [0.89, -1.69, -1.22], [-0.77, 0.65, 0.34], [-1.74, -0.08, -0.12], [-1.30, -1.31, -0.26], [-2.89, 0.25, -0.25], [0.54, -1.47, 1.45], [1.87, 0.20, 0.40], [0.42, -0.71, 0.24], [0.51, 2.37, 0.34], [-1.25, 2.58, 0.05], [-0.70, 2.23, 1.54], [1.90, -1.79, -1.16], [0.39, -2.59, -1.09], [0.49, -1.18, -2.17], [2.11, 0.46, 1.37]],
  "e_lumo_ev": 0.34,
  "gap_ev": 9.5
}

---

two) {
  "formula": "C3H7NO4S",
  "method": "ωB97M-V/def2-TZVPD",
  "species": ["C", "O", "S", "C", "O", "C", "N", "O", "O", "H", "H", "H", "H", "H", "H", "H"],
  "xyz": [[1.03, 1.92, -0.75], [1.13, 0.66, -0.10], [0.36, -0.75, -0.26], [0.63, -1.33, 1.43], [1.12, -1.59, -1.14], [-1.28, -0.85, -0.75], [-1.99, 0.01, 0.00], [-3.17, 0.25, -0.17], [-1.30, 0.52, 0.91], [0.90, 1.79, -1.83], [0.19, 2.49, -0.33], [1.97, 2.43, -0.55], [1.50, -1.97, 1.42], [0.77, -0.46, 2.06], [-0.26, -1.87, 1.74], [-1.59, -1.27, -1.69]],
  "e_lumo_ev": 0.47,
  "gap_ev": 10.0
}

---

Of them, two) has the highest stability.

---

one) {
  "formula": "C4H9O",
  "method": "ωB97M-V/def2-TZVPD",
  "species": ["C", "O", "H", "H", "H", "C", "C", "C", "H", "H", "H", "H", "H", "H"],
  "xyz": [[-0.44, -0.23, -2.56], [0.44, -0.36, -1.54], [-0.89, 0.80, -2.65], [-0.01, -0.43, -3.57], [-1.34, -0.89, -2.50], [0.86, -0.79, 1.68], [-0.03, 0.41, 1.84], [-0.41, 1.16, 0.81], [0.39, -1.70, 2.08], [1.05, -0.93, 0.62], [1.81, -0.62, 2.19], [-0.33, 0.70, 2.85], [-1.00, 2.06, 0.95], [-0.10, 0.84, -0.21]],
  "e_lumo_ev": 4.40,
  "charge": -1,
  "gap_ev": 6.7
}

---

two) {
  "formula": "C4H9O",
  "method": "ωB97M-V/def2-TZVPD",
  "species": ["C", "O", "C", "C", "C", "H", "H", "H", "H", "H", "H", "H", "H", "H"],
  "xyz": [[0.28, -0.30, -1.53], [1.26, -0.95, -0.92], [-1.16, -0.75, -1.42], [-0.69, 0.54, -0.67], [-0.64, 0.32, 0.82], [0.59, 0.07, -2.54], [2.86, 0.27, 3.36], [-1.34, -1.63, -0.81], [-1.79, -0.47, -2.25], [3.48, 0.69, 3.48], [-1.17, 1.41, -1.07], [-1.59, 0.09, 1.28], [-0.20, 1.19, 1.34], [0.11, -0.46, 0.94]],
  "e_lumo_ev": 4.65,
  "charge": -1,
  "gap_ev": 6.6
}

---

Of them, one) has the highest stability.

---

one) {
  "formula": "C4H10ClNSi",
  "method": "ωB97M-V/def2-TZVPD",
  "species": ["C", "C", "C", "C", "N", "Si", "Cl", "H", "H", "H", "H", "H", "H", "H", "H", "H", "H"],
  "xyz": [[2.90, -1.03, -1.09], [2.69, -1.06, 0.23], [-3.30, 0.38, -0.25], [-1.82, 0.09, -0.31], [-1.01, 0.72, 0.74], [2.31, 0.51, 1.08], [2.03, 2.34, 0.29], [3.39, -1.89, -1.60], [2.68, -0.29, -1.80], [3.13, -1.80, 0.75], [-3.83, 0.29, 0.79], [-3.47, 1.46, -0.56], [-3.93, -0.26, -0.89], [-1.83, -0.96, -0.28], [-1.33, 0.52, -1.28], [-1.38, 0.41, 1.64], [2.78, 0.56, 2.56]],
  "e_lumo_ev": [-0.06, -0.34],
  "gap_ev": [9.6, 6.0]
}

---

two) {
  "formula": "C4H10ClNSi",
  "method": "ωB97M-V/def2-TZVPD",
  "species": ["C", "C", "Si", "C", "Cl", "H", "H", "H", "H", "H", "H", "H", "C", "N", "H", "H", "H"],
  "xyz": [[0.02, -1.95, -1.60], [-0.06, -0.72, -0.66], [1.17, 0.48, -0.63], [2.79, 0.95, -1.42], [1.00, 1.83, 0.92], [0.35, -1.60, -2.60], [-1.01, -2.33, -1.67], [0.74, -2.70, -1.16], [-0.96, -0.70, -0.01], [3.64, 0.26, -1.28], [2.81, 1.09, -2.49], [3.13, 1.94, -0.95], [-2.58, 0.35, 2.75], [-2.50, 1.53, 2.42], [-3.47, -0.24, 3.23], [-1.68, -0.24, 2.59], [-3.38, 2.04, 2.54]],
  "e_lumo_ev": 0.59,
  "gap_ev": 8.4
}

---

Of them, two) has the highest stability.

---

one) {
  "formula": "C16H26N2O2",
  "method": "ωB97M-V/def2-TZVPD",
  "species": ["C", "O", "C", "C", "C", "C", "C", "C", "N", "C", "C", "C", "N", "C", "C", "C", "C", "C", "O", "C", "H", "H", "H", "H", "H", "H", "H", "H", "H", "H", "H", "H", "H", "H", "H", "H", "H", "H", "H", "H", "H", "H", "H", "H", "H", "H"],
  "xyz": [[-6.74, -0.92, -0.16], [-5.80, 0.12, -0.22], [-4.48, -0.18, 0.04], [-4.03, -1.46, 0.31], [-2.69, -1.73, 0.56], [-1.76, -0.70, 0.56], [-0.30, -0.97, 0.78], [0.42, -1.17, -0.57], [1.82, -1.50, -0.36], [2.78, -0.47, -0.70], [4.18, -1.07, -0.71], [5.24, 0.02, -0.93], [5.18, 1.10, 0.03], [5.69, 0.75, 1.34], [3.85, 1.68, 0.06], [2.73, 0.67, 0.32], [-2.21, 0.58, 0.29], [-3.54, 0.87, 0.03], [-3.78, 2.20, -0.21], [-5.08, 2.69, -0.39], [-6.54, -1.69, -0.92], [-7.70, -0.46, -0.38], [-6.78, -1.39, 0.83], [-4.73, -2.28, 0.33], [-2.39, -2.74, 0.77], [-0.17, -1.88, 1.37], [0.16, -0.14, 1.31], [-0.09, -1.98, -1.10], [0.31, -0.26, -1.17], [2.06, -2.35, -0.86], [2.58, -0.03, -1.70], [4.27, -1.82, -1.50], [4.35, -1.57, 0.25], [6.24, -0.41, -0.90], [5.09, 0.46, -1.92], [6.72, 0.41, 1.23], [5.12, -0.02, 1.86], [5.69, 1.65, 1.96], [3.83, 2.47, 0.81], [3.68, 2.14, -0.92], [1.77, 1.18, 0.27], [2.83, 0.24, 1.32], [-1.52, 1.41, 0.28], [-5.56, 2.28, -1.28], [-5.71, 2.50, 0.49], [-4.96, 3.77, -0.51]],
  "e_lumo_ev": 0.86,
  "gap_ev": 8.8
}

---

two) {
  "formula": "C16H26N2O2",
  "method": "ωB97M-V/def2-TZVPD",
  "species": ["C", "C", "C", "N", "C", "C", "C", "N", "C", "C", "C", "O", "C", "C", "C", "O", "C", "C", "C", "C", "H", "H", "H", "H", "H", "H", "H", "H", "H", "H", "H", "H", "H", "H", "H", "H", "H", "H", "H", "H", "H", "H", "H", "H", "H", "H"],
  "xyz": [[4.01, 2.46, 3.99], [4.32, 1.35, 3.01], [3.53, 0.05, 3.27], [2.26, -0.12, 2.59], [2.34, -0.24, 1.15], [1.04, -0.83, 0.63], [-0.14, 0.07, 1.01], [-1.42, -0.46, 0.60], [-1.82, -0.55, -0.72], [-1.26, 0.22, -1.73], [-1.75, 0.14, -3.03], [-1.11, 0.95, -3.94], [-1.55, 0.93, -5.27], [-2.80, -0.71, -3.34], [-3.36, -1.48, -2.33], [-4.40, -2.35, -2.52], [-4.95, -2.48, -3.80], [-2.88, -1.40, -1.04], [-0.13, 0.26, 2.53], [1.22, 0.80, 2.98], [2.97, 2.78, 3.93], [4.64, 3.33, 3.80], [4.20, 2.13, 5.01], [4.13, 1.69, 1.99], [5.39, 1.12, 3.07], [3.35, -0.05, 4.34], [4.15, -0.80, 2.96], [3.17, -0.91, 0.91], [2.52, 0.73, 0.66], [1.08, -0.94, -0.46], [0.89, -1.82, 1.07], [-0.01, 1.05, 0.54], [-1.76, -1.21, 1.18], [-0.44, 0.90, -1.55], [-2.59, 1.26, -5.36], [-0.91, 1.64, -5.80], [-1.44, -0.06, -5.73], [-3.18, -0.77, -4.35], [-5.37, -1.54, -4.17], [-4.21, -2.85, -4.52], [-5.75, -3.22, -3.71], [-3.34, -2.01, -0.28], [-0.93, 0.94, 2.83], [-0.30, -0.71, 3.01], [1.23, 0.90, 4.07], [1.36, 1.80, 2.53]],
  "e_lumo_ev": 0.87,
  "gap_ev": 8.5
}

---

Of them, two) has the highest stability.